# 1
Entry from OMol25: one molecule with the formula C5H8O (ωB97M-V with the def2-TZVPD basis set).

The charge is 0. As for the relative energy (zero: lowest compared OMol25 entry of this formula, charge and spin): 139.1 kJ/mol. The highest occupied orbital energy comes out at -9.07 eV. The calculation puts the maximum force at 0.30 eV/A. The HOMO-LUMO gap comes out at 10.2 eV.

Atoms and positions in Å:
C  1.51357  0.08448  -0.46495
C  0.60974  0.26737  0.73511
C  -0.77843  0.82005  0.46927
C  -1.41887  -0.21329  -0.49081
O  -0.53360  -1.32482  -0.61392
C  0.67083  -1.05026  0.03869
H  1.23219  0.55631  -1.40446
H  2.58463  0.04255  -0.28108
H  1.05393  0.41455  1.71510
H  -0.74793  1.81965  0.02052
H  -1.33863  0.89618  1.40695
H  -1.59534  0.21562  -1.48498
H  -2.37686  -0.59014  -0.11235
H  1.12477  -1.93824  0.46691



# 2
Entry from OMol25: one molecule with the formula C5H8O (ωB97M-V with the def2-TZVPD basis set).

The charge is 0. As for the relative energy (zero: lowest compared OMol25 entry of this formula, charge and spin): 207.1 kJ/mol. The highest occupied orbital energy comes out at -9.81 eV. The calculation puts the maximum force at 0.43 eV/A. The HOMO-LUMO gap comes out at 11.0 eV.

Atoms and positions in Å:
C  0.11076  -1.67161  0.57954
C  -0.43660  -0.39825  -0.03901
C  -0.32952  0.96023  0.72891
C  0.23435  1.57425  -0.55268
O  1.46842  0.89643  -0.77583
C  0.26921  0.27453  -1.22356
H  1.16309  -1.56628  0.86273
H  0.02380  -2.51349  -0.11732
H  -0.46156  -1.92994  1.47839
H  -1.48657  -0.54521  -0.31902
H  0.40442  0.97808  1.54056
H  -1.28788  1.34903  1.08146
H  0.10601  2.57106  -0.96521
H  0.22208  0.02119  -2.27894



# 3
Entry from OMol25: one molecule with the formula C5H8O (ωB97M-V with the def2-TZVPD basis set).

The charge is 0. As for the relative energy (zero: lowest compared OMol25 entry of this formula, charge and spin): 498.1 kJ/mol. The highest occupied orbital energy (alpha / beta) comes out at -8.67 / -8.67 eV. The calculation puts the maximum force at 0.56 eV/A. The HOMO-LUMO gap (alpha / beta) comes out at 8.4 / 8.4 eV.

Atoms and positions in Å:
O  -0.73127  1.43992  -0.64989
C  -0.60198  0.46251  0.36764
C  -1.34456  -0.77312  -0.18785
C  -0.66011  -1.67238  -1.14991
C  1.84409  0.40665  -0.13233
C  0.84464  0.20672  0.72213
H  -0.19112  2.19744  -0.38763
H  -1.13752  0.78976  1.27413
H  -2.30013  -0.40958  -0.57938
H  -1.57020  -1.46195  0.65447
H  0.27571  -2.00457  -0.65574
H  1.64955  0.74682  -1.14783
H  2.87866  0.22293  0.14063
H  1.04423  -0.15115  1.73156



# 4
Entry from OMol25: C5H8O2 as an isolated structure (ωB97M-V with the def2-TZVPD basis set).

The charge is 0. As for the relative energy (zero: lowest compared OMol25 entry of this formula, charge and spin): 403.7 kJ/mol. The highest occupied orbital energy comes out at -8.87 eV. The calculation puts the maximum force at 2.22 eV/A. The HOMO-LUMO gap comes out at 9.9 eV.

Atoms and positions in Å:
C  0.95902  -1.67139  -0.27950
C  -0.23369  -0.77123  -0.41883
O  -1.11352  -0.79578  0.73849
C  -1.15795  0.58142  0.66997
C  0.26873  1.29545  0.92174
C  -0.15873  0.77790  -0.38573
O  -0.15799  1.40777  -1.61815
H  1.62099  -1.32656  0.51917
H  0.61933  -2.68291  -0.03504
H  1.51423  -1.70717  -1.22124
H  -0.85753  -1.03831  -1.27768
H  -2.07844  1.15332  0.79078
H  -0.45965  1.73562  1.62010
H  1.02473  0.75256  1.47208
H  0.21046  2.28933  -1.49618